# 1
40
Properties=species:S:1:pos:R:3 method="wB97M-V/def2-TZVPD" total_charge=+1 homo_ev=-12.585 relative_energy_ev=4.496 fmax_ev_per_a=6.0 gap_ev=10.1
C 1.074 -0.666 -1.203
N -0.016 -1.168 -0.265
C 0.270 -1.200 1.237
C -0.080 -2.442 1.950
C -1.538 -2.870 1.648
C 0.093 -2.015 3.517
C 0.256 -0.173 -2.417
N -1.230 0.029 -2.012
H 1.686 -0.025 -0.718
H 1.580 -1.487 -1.719
H -0.168 -2.241 -0.424
H -0.485 -0.345 1.594
H 1.174 -0.688 1.488
H 0.597 -3.272 1.811
H -1.951 -1.934 1.591
H -1.669 -3.750 0.725
H -2.125 -3.379 2.451
H -0.692 -1.347 3.837
H 1.083 -1.561 3.855
H 0.071 -2.872 4.156
H 0.479 -0.807 -3.409
H 0.556 0.812 -2.903
H -1.467 0.912 -2.451
H -1.911 -0.702 -2.446
H -1.297 0.093 -0.916
H -3.144 -3.110 -1.459
H -3.865 -2.159 -2.646
O -3.031 -2.418 -2.181
H -1.483 3.730 -2.374
H -0.037 3.312 -1.924
O -0.913 2.968 -2.348
H 2.113 3.256 -1.086
H 1.640 4.769 -0.911
O 1.496 3.971 -1.467
H 0.546 2.689 2.377
H 0.882 4.044 2.652
O 1.206 3.362 2.051
H 4.142 2.831 -0.359
H 2.891 3.157 0.680
O 3.268 2.695 0.017


# 2
30
Properties=species:S:1:pos:R:3 method="wB97M-V/def2-TZVPD" smiles=O.O.O.O.O.O.O.O.O.O homo_ev=-10.731 relative_energy_ev=2.420 fmax_ev_per_a=4.0 gap_ev=10.9
O -2.160 -1.408 -1.289
H -2.827 -2.038 -1.105
H -1.505 -2.027 -1.425
O -3.307 -1.606 2.793
H -2.614 -1.045 2.404
H -4.148 -1.236 2.499
O -0.562 -0.175 2.278
H -0.312 -1.104 2.290
H -0.548 0.110 3.180
O -0.169 -3.396 -1.028
H 0.294 -4.212 -0.916
H 0.495 -2.729 -0.769
O 0.595 2.713 -0.140
H 0.372 2.942 -1.059
H 0.182 1.862 -0.041
O 2.850 1.289 -1.445
H 3.558 1.945 -1.527
H 2.112 1.699 -0.960
O 0.186 2.391 -2.848
H -0.055 2.665 -3.698
H 0.113 1.431 -2.889
O -0.408 0.261 -0.350
H -1.088 -0.252 -0.765
H -0.595 0.098 0.559
O 2.028 -2.022 0.008
H 2.067 -1.089 0.008
H 2.649 -2.413 -0.602
O 1.025 2.622 2.641
H 1.032 1.698 2.375
H 0.738 3.027 1.822


# 3
12
Properties=species:S:1:pos:R:3 method="wB97M-V/def2-TZVPD" homo_ev="-7.843 / -7.843" relative_energy_ev=7.973 fmax_ev_per_a=3.8 gap_ev="8.5 / 8.5"
C 2.571 1.707 -0.144
C 2.270 0.524 0.267
C 1.137 1.598 -0.430
C 1.624 -0.666 0.735
C 0.432 -0.467 0.291
C -1.002 -0.652 0.089
H 0.327 2.096 0.061
H 0.776 1.516 -1.407
H 2.218 -1.397 1.392
H -1.257 -1.388 0.847
H -1.065 -1.115 -0.996
H -1.661 0.187 -0.069


# 4
43
Properties=species:S:1:pos:R:3 method="wB97M-V/def2-TZVPD" homo_ev=-8.274 relative_energy_ev=1.541 fmax_ev_per_a=0.8 gap_ev=8.5
C -1.990 -0.224 0.928
C -1.274 0.383 -0.237
N -1.811 1.066 -1.173
N -3.168 1.232 -1.269
C -4.126 0.258 -1.251
O -3.904 -0.908 -0.991
C -5.493 0.769 -1.563
C -6.560 0.212 -0.864
C -7.853 0.636 -1.105
C -8.096 1.608 -2.061
C -7.042 2.148 -2.780
C -5.745 1.734 -2.533
H -4.940 2.143 -3.129
H -7.231 2.892 -3.539
H -9.106 1.938 -2.255
H -8.674 0.204 -0.552
H -6.355 -0.555 -0.132
H -3.398 2.105 -1.727
C 0.185 0.242 -0.320
C 0.845 -0.834 0.273
C 2.216 -0.964 0.180
C 2.970 -0.004 -0.490
C 2.312 1.056 -1.115
C 0.942 1.173 -1.032
H 0.433 1.994 -1.511
H 2.889 1.788 -1.661
N 4.358 -0.100 -0.607
C 5.281 -0.639 0.248
O 6.406 -0.887 -0.138
C 4.874 -0.812 1.650
C 4.071 -0.019 2.426
C 4.031 -0.436 3.769
C 4.805 -1.533 3.996
S 5.616 -2.066 2.583
H 4.948 -2.061 4.917
H 3.454 0.057 4.530
H 3.539 0.837 2.050
H 4.753 0.210 -1.487
H 2.705 -1.820 0.620
H 0.283 -1.602 0.781
H -1.326 -0.326 1.782
H -2.834 0.411 1.201
H -2.399 -1.197 0.658


# 5
30
Properties=species:S:1:pos:R:3 method="wB97M-V/def2-TZVPD" homo_ev=-10.045 fmax_ev_per_a=2.1 gap_ev=10.2
O 1.209 4.107 0.409
C 2.259 4.219 0.872
N 3.469 4.314 1.055
P 3.992 2.946 2.031
F 3.981 1.721 0.998
H 2.816 2.624 2.787
O -3.479 -0.229 0.475
C -2.746 0.554 -0.048
O -1.444 0.700 0.309
C -0.856 1.792 -0.425
C -1.726 1.957 -1.660
C -3.099 1.542 -1.141
H -0.861 2.678 0.209
H 0.174 1.545 -0.676
H -1.694 2.963 -2.076
H -1.403 1.263 -2.438
H -3.640 2.379 -0.696
H -3.703 1.068 -1.909
O 2.889 -4.358 0.390
C 1.875 -3.731 0.332
O 1.812 -2.398 0.569
C 0.442 -1.955 0.530
C -0.292 -3.001 -0.292
C 0.488 -4.270 0.039
H 0.067 -1.894 1.554
H 0.393 -0.970 0.079
H -1.354 -3.060 -0.062
H -0.190 -2.775 -1.355
H 0.107 -4.763 0.934
H 0.514 -4.967 -0.794


# 6
50
Properties=species:S:1:pos:R:3 method="wB97M-V/def2-TZVPD" homo_ev=-5.954 relative_energy_ev=3.797 fmax_ev_per_a=3.3 gap_ev=3.4
C 4.271 -2.126 1.691
C 3.911 -1.405 2.836
C 3.515 -0.070 2.717
C 3.491 0.549 1.466
C 3.038 1.984 1.331
C 1.519 2.114 1.154
C 1.036 3.554 1.043
O 0.083 3.722 2.084
C -0.063 2.529 2.798
O -0.875 2.479 3.714
N 0.785 1.596 2.280
C 3.839 -0.178 0.324
C 4.233 -1.514 0.433
H 4.584 -3.165 1.779
H 3.936 -1.868 3.824
H 3.202 0.507 3.586
H 3.276 2.534 2.253
H 3.530 2.472 0.479
H 1.224 1.574 0.226
H 1.848 4.279 1.184
H 0.559 3.737 0.069
H 3.794 0.329 -0.640
H 4.513 -2.064 -0.466
C -3.384 -1.441 -2.627
N -3.199 -0.149 -1.966
C -3.301 -0.147 -0.586
C -3.583 -1.311 0.152
C -3.640 -1.272 1.546
C -3.410 -0.071 2.245
C -3.129 1.087 1.545
C -3.070 1.079 0.130
C -2.756 2.225 -0.588
C -2.698 2.227 -1.977
C -2.920 0.995 -2.696
C -2.820 1.025 -4.103
C -2.521 2.215 -4.775
C -2.316 3.414 -4.068
C -2.405 3.417 -2.686
H -3.292 -1.349 -3.708
H -2.631 -2.168 -2.283
H -4.377 -1.859 -2.405
H -3.758 -2.255 -0.368
H -3.865 -2.183 2.102
H -3.446 -0.042 3.332
H -2.922 2.027 2.058
H -2.582 3.152 -0.043
H -2.973 0.125 -4.701
H -2.447 2.212 -5.863
H -2.087 4.336 -4.601
H -2.250 4.325 -2.099


# 7
17
Properties=species:S:1:pos:R:3 method="wB97M-V/def2-TZVPD" smiles=CC(N)(N)C(O)O homo_ev=-9.178 relative_energy_ev=1.942 fmax_ev_per_a=4.3 gap_ev=9.9
C 0.183 0.178 0.401
C 0.404 -0.180 -1.253
C -1.255 -0.115 0.841
N 1.099 -0.504 1.301
N 0.523 1.586 0.467
O -0.683 0.310 -1.957
O 0.635 -1.529 -1.383
H -0.838 -0.252 -2.727
H -0.028 -1.628 -0.575
H 1.319 0.354 -1.545
H 2.049 -0.191 1.131
H 1.064 -1.508 1.165
H -0.077 2.119 -0.151
H 0.414 1.930 1.416
H -1.410 0.254 1.854
H -1.441 -1.189 0.849
H -1.959 0.365 0.165


# 8
90
Properties=species:S:1:pos:R:3 method="wB97M-V/def2-TZVPD" homo_ev=-10.163 relative_energy_ev=0.000 fmax_ev_per_a=1.1 gap_ev=9.5
O 1.960 -8.454 2.400
C 1.726 -7.958 3.470
N 1.929 -6.632 3.850
C 2.256 -5.751 2.705
C 2.053 -4.279 3.094
C 0.996 -3.531 2.257
C -0.281 -3.192 3.024
C -1.256 -4.337 3.262
F -0.680 -5.266 4.069
F -2.323 -3.829 3.948
C -1.744 -5.027 1.963
F -1.900 -4.082 1.002
F -0.762 -5.880 1.563
S -3.356 -6.014 2.104
F -4.124 -4.667 2.363
F -3.130 -6.228 3.646
F -2.641 -7.400 1.831
F -3.583 -5.854 0.541
F -4.730 -6.773 2.214
O 1.204 -8.711 4.521
Br -0.616 -8.737 4.378
H 2.715 -6.613 4.491
H 3.305 -5.895 2.456
H 1.692 -6.033 1.831
H 1.824 -4.191 4.148
H 3.001 -3.775 2.945
H 0.820 -4.025 1.312
H 1.453 -2.581 1.997
H 0.007 -2.901 4.028
H -0.824 -2.349 2.616
C -0.357 3.363 -0.905
C 0.622 2.219 -0.655
C -0.051 0.937 -0.170
C -0.780 1.057 1.169
C 0.089 1.519 2.337
C 1.234 0.560 2.648
H -0.875 3.660 0.009
H 0.170 4.239 -1.286
H -1.108 3.076 -1.645
H 1.384 2.540 0.060
H 1.150 2.001 -1.587
H 0.700 0.144 -0.107
H -0.771 0.608 -0.927
H -1.214 0.082 1.414
H -1.627 1.742 1.065
H -0.545 1.613 3.222
H 0.490 2.518 2.143
H 0.847 -0.435 2.880
H 1.802 0.909 3.512
H 1.929 0.473 1.812
C -5.313 -1.868 -3.583
C -4.864 -0.849 -4.627
C -3.382 -0.491 -4.530
C -2.963 0.160 -3.212
C -3.709 1.445 -2.856
C -3.498 2.569 -3.865
H -5.192 -1.487 -2.568
H -6.366 -2.118 -3.716
H -4.737 -2.792 -3.669
H -5.476 0.053 -4.544
H -5.056 -1.256 -5.623
H -3.121 0.168 -5.363
H -2.788 -1.400 -4.671
H -1.890 0.378 -3.258
H -3.088 -0.557 -2.395
H -3.363 1.783 -1.875
H -4.778 1.244 -2.748
H -2.438 2.812 -3.962
H -4.019 3.474 -3.549
H -3.878 2.303 -4.853
C 2.377 6.403 0.549
C 3.042 5.369 -0.355
C 4.565 5.482 -0.394
C 5.097 6.806 -0.945
C 4.627 7.149 -2.358
C 5.071 6.136 -3.409
H 2.562 7.421 0.203
H 1.296 6.256 0.573
H 2.747 6.320 1.573
H 2.629 5.447 -1.365
H 2.779 4.371 0.005
H 4.966 4.653 -0.983
H 4.956 5.347 0.619
H 6.191 6.769 -0.935
H 4.819 7.621 -0.272
H 5.025 8.131 -2.624
H 3.538 7.247 -2.380
H 6.159 6.049 -3.430
H 4.743 6.444 -4.403
H 4.653 5.146 -3.220


So what do the calculations give for E? Going down the list: -730.1743, -764.3930, -231.9333, -1485.2748, -1222.9628, -1187.6792, -380.2653, -5059.2931 hartree.